# 1
Density functional theory data (ωB97M-V with the def2-TZVPD basis set) for an isolated molecule of C6H10O3 in a non-equilibrium geometry.

Net charge: 0
E_LUMO (eV): 0.6
2S+1: 1
SMILES: CC1(CC(=O)O)COC1
Kohn-Sham gap (eV): 10.53

Geometry as XYZ:
```
19
C6H10O3, DFT ωB97M-V with the def2-TZVPD basis set
C 1.55 1.26 -0.07
C 0.44 0.22 -0.03
C 0.53 -0.76 1.18
C 0.63 -1.03 -0.91
C -0.95 0.81 -0.17
C -2.24 -0.02 -0.01
H 1.58 1.71 -1.09
H 2.50 0.84 0.25
H 1.38 2.13 0.58
H -0.14 -0.76 2.07
H 1.58 -0.81 1.58
H 0.01 -1.27 -1.77
H 1.72 -1.10 -1.06
H -1.07 1.65 0.49
H -1.16 1.22 -1.15
H -1.25 -1.53 -0.16
O 0.33 -1.84 0.23
O -2.21 -1.31 -0.27
O -3.24 0.59 0.32
```



# 2
Density functional theory data (ωB97M-V with the def2-TZVPD basis set) for an isolated molecule of C6H10O3 in a non-equilibrium geometry.

Net charge: 0
E_LUMO (eV): 0.7
2S+1: 1
SMILES: CC(C)(CO)[C@@H]1OC1=O
Kohn-Sham gap (eV): 10.81

Geometry as XYZ:
```
19
C6H10O3, DFT ωB97M-V with the def2-TZVPD basis set
C 2.10 -0.55 -0.84
C 0.85 -0.92 -0.27
C -0.04 -0.08 1.78
C 0.07 1.48 -0.35
C -1.64 -0.24 -0.25
C -0.26 0.10 0.27
O 2.66 -0.16 -1.79
O 2.24 -0.91 0.37
O -1.42 -1.14 -1.44
H 0.58 -2.01 -0.31
H -0.73 0.55 2.47
H -0.30 -1.05 2.14
H 1.01 0.17 2.04
H -0.81 2.14 -0.29
H 0.45 1.41 -1.39
H 0.83 1.91 0.36
H -2.08 0.77 -0.59
H -2.35 -0.74 0.35
H -1.18 -0.73 -2.27
```



# 3
Density functional theory data (ωB97M-V with the def2-TZVPD basis set) for an isolated molecule of C6H10O3 in a non-equilibrium geometry.

Net charge: 0
E_LUMO (eV): 0.6
2S+1: 1
SMILES: CC1(C)[C@@H](O)[C@]1(O)C=O
Kohn-Sham gap (eV): 8.50

Geometry as XYZ:
```
19
C6H10O3, DFT ωB97M-V with the def2-TZVPD basis set
C -2.07 0.74 -0.52
C 0.04 -0.83 -1.01
C -0.98 0.07 0.18
C 0.51 0.09 0.03
C 1.15 1.44 -0.46
C 1.36 -0.45 1.19
O -3.13 0.57 0.01
O 0.04 -2.14 -0.92
O -1.41 -0.70 1.23
H -1.91 1.45 -1.31
H -0.13 -0.31 -1.98
H 1.06 2.21 0.19
H 0.58 1.75 -1.44
H 2.17 1.23 -0.83
H 2.04 -1.17 0.92
H 0.79 -1.07 1.90
H 1.93 0.33 1.64
H 0.30 -2.35 0.07
H -2.33 -0.84 1.12
```



# 4
Density functional theory data (ωB97M-V with the def2-TZVPD basis set) for an isolated molecule of C6H10O3S in a non-equilibrium geometry.

Net charge: 0
E_LUMO (eV): 0.5
2S+1: 1
SMILES: C/C(=C\O)[C@H]1[C@H](C)S1(=O)=O
Kohn-Sham gap (eV): 9.42

Geometry as XYZ:
```
20
C6H10O3S, DFT ωB97M-V with the def2-TZVPD basis set
C -0.30 0.42 -0.66
C 1.09 0.76 -0.12
C 2.13 0.99 -0.98
C -1.58 -0.37 0.24
C 1.26 0.69 1.38
C -2.32 -1.28 -0.63
O -1.36 2.10 1.08
O -2.74 1.76 -1.00
O 3.36 1.50 -0.74
S -1.68 1.33 -0.11
H -0.41 0.06 -1.76
H 1.79 0.88 -2.07
H -1.38 -0.77 1.29
H 1.11 1.59 1.80
H 2.33 0.48 1.72
H 0.50 -0.11 1.89
H -3.20 -1.67 -0.12
H -1.75 -2.12 -0.93
H -2.40 -0.93 -1.61
H 3.65 1.19 0.09
```



# 5
Density functional theory data (ωB97M-V with the def2-TZVPD basis set) for an isolated molecule of C6H10O5S in a non-equilibrium geometry.

Net charge: 0
E_LUMO (eV): 0.1
2S+1: 1
SMILES: COC(=O)C(S)(OC)C(=O)OC
Kohn-Sham gap (eV): 9.57

Geometry as XYZ:
```
22
C6H10O5S, DFT ωB97M-V with the def2-TZVPD basis set
C -0.04 -0.20 1.07
C 0.06 1.05 -1.08
C -1.94 -1.43 0.98
C -1.20 0.61 -3.09
C 2.66 1.10 1.56
C 0.84 0.50 0.10
O 0.16 -0.64 2.17
O -0.23 2.20 -1.13
O -1.14 -0.45 0.40
O -0.38 0.19 -2.03
O 1.77 1.39 0.51
S 1.72 -1.23 -0.74
H -2.44 -1.93 0.19
H -2.78 -0.91 1.68
H -1.26 -1.94 1.67
H -0.87 1.59 -3.23
H -2.21 0.70 -2.69
H -1.05 -0.19 -3.79
H 3.36 0.44 1.16
H 2.11 0.46 2.34
H 2.83 1.98 1.99
H 2.88 -0.95 -0.01
```



# 6
Density functional theory data (ωB97M-V with the def2-TZVPD basis set) for the ion C6H10OPS with charge +1 in a non-equilibrium geometry.

Net charge: +1
E_LUMO (spin up / spin down) (eV): -7.1 / -7.1
2S+1: 1
Kohn-Sham gap (spin up / spin down) (eV): 6.64 / 6.64

Geometry as XYZ:
```
19
C6H10OPS, DFT ωB97M-V with the def2-TZVPD basis set
C 0.21 -2.16 -2.85
C -0.33 -1.16 -2.40
C -0.66 1.06 -1.31
C 0.53 0.74 -0.41
C -1.36 -0.33 -1.69
C 0.33 -0.01 2.55
O -1.92 -0.95 -0.68
P 0.13 -0.48 0.85
S 1.16 -2.21 0.62
H 0.95 -2.88 -3.18
H -1.46 1.56 -0.73
H -0.46 1.61 -2.21
H 1.33 0.49 -0.96
H 0.88 1.71 0.03
H -2.12 -0.07 -2.35
H 1.36 -0.01 2.84
H -0.20 -0.77 3.33
H -0.08 1.03 2.80
H 0.04 -2.81 0.14
```



Number 1: total energy -12525.4362 eV. Number 2: total energy -12523.9518 eV. Number 3: total energy -12523.7392 eV. Number 4: total energy -23357.8276 eV. Number 5: total energy -27453.9999 eV. Number 6: total energy -28543.2104 eV.